Record 1
C43H46I2N5O3S4Ta | ωB97M-V with the def2-TZVPD basis set

The geometry in XYZ format:
```
104
Properties=species:S:1:pos:R:3:forces:R:3
Ta -0.632 1.007 0.265 0.1 -0.1 -0.2
I -4.384 7.783 -0.332 0.0 0.0 0.0
C -3.340 5.997 -0.465 0.0 0.0 0.0
C -3.477 5.197 -1.599 0.0 0.0 0.0
C -2.778 4.002 -1.690 0.0 -0.1 0.0
I -2.958 2.738 -3.335 0.0 0.0 0.0
C -1.944 3.638 -0.650 -0.1 0.0 -0.1
O -1.229 2.472 -0.684 0.0 0.0 0.2
C -1.806 4.410 0.494 0.0 0.0 0.0
C -0.887 3.903 1.563 0.0 0.0 -0.1
N -1.252 2.485 1.981 0.0 0.0 0.1
C -2.636 2.413 2.517 0.0 0.0 -0.1
C -3.478 1.456 1.734 0.0 0.0 -0.1
C -4.813 1.305 2.074 0.0 0.0 0.0
C -5.629 0.508 1.296 -0.1 0.0 0.0
C -5.079 -0.099 0.177 0.1 0.0 -0.1
C -3.741 0.082 -0.092 0.0 0.0 0.0
N -2.920 0.823 0.684 0.0 0.1 0.1
C -2.512 5.600 0.585 0.0 0.0 0.0
H -4.130 5.506 -2.404 0.0 0.0 0.0
H 0.145 3.870 1.202 0.0 0.0 0.0
H -0.923 4.544 2.444 0.0 0.0 0.0
H -0.655 2.300 2.779 0.0 0.0 0.0
H -2.612 2.137 3.573 0.0 0.0 0.0
H -3.098 3.400 2.456 0.0 0.0 0.0
H -5.207 1.833 2.933 0.0 0.0 0.0
H -6.676 0.383 1.542 0.0 0.0 0.0
H -5.676 -0.702 -0.493 0.0 0.0 0.0
H -3.307 -0.354 -0.972 0.0 0.0 0.0
H -2.416 6.227 1.463 0.0 0.0 0.0
O 1.098 1.135 1.487 -0.1 -0.2 0.1
S 1.712 1.864 2.744 -0.1 0.0 -0.1
C 1.217 0.921 4.215 0.0 0.0 0.0
C 1.790 -0.454 4.515 0.0 0.0 -0.1
C 1.434 -1.526 3.486 0.0 -0.1 0.0
C -0.037 -1.948 3.552 0.0 0.0 0.0
S -0.841 -2.165 1.956 -0.2 0.1 0.1
O -0.705 -0.748 1.318 0.3 0.0 -0.2
C 0.303 -3.212 1.110 0.0 0.0 0.0
C 0.083 -4.574 1.277 0.0 0.0 0.0
C 0.967 -5.466 0.681 0.0 0.0 0.0
C 2.017 -4.989 -0.091 0.0 0.0 0.0
C 2.197 -3.621 -0.276 0.0 0.0 0.0
C 1.342 -2.718 0.333 0.0 0.0 0.1
C 3.446 1.724 2.614 0.2 0.1 0.0
C 4.143 0.517 2.487 0.0 0.0 0.0
C 5.523 0.552 2.441 0.0 0.0 0.0
C 6.200 1.769 2.526 0.0 0.0 0.0
C 5.503 2.962 2.634 0.0 0.0 0.0
C 4.115 2.947 2.674 0.0 0.0 0.0
H 0.124 0.902 4.139 0.0 0.0 0.0
H 1.465 1.625 5.015 0.0 0.0 0.0
H 1.420 -0.735 5.505 0.0 0.0 0.0
H 2.870 -0.385 4.624 0.0 0.0 0.0
H 2.058 -2.403 3.654 0.0 0.0 0.0
H 1.676 -1.160 2.487 -0.1 0.0 0.0
H -0.679 -1.232 4.072 0.0 0.0 0.0
H -0.180 -2.912 4.046 0.0 0.0 0.0
H -0.752 -4.942 1.863 0.0 0.0 0.0
H 0.825 -6.530 0.812 0.0 0.0 0.0
H 2.696 -5.689 -0.560 0.0 0.0 0.0
H 3.003 -3.262 -0.903 0.0 0.0 0.0
H 1.462 -1.653 0.175 0.0 0.0 0.0
H 3.628 -0.432 2.422 0.0 0.0 0.0
H 6.082 -0.371 2.361 0.0 0.0 0.0
H 7.282 1.779 2.510 0.0 0.0 0.0
H 6.032 3.903 2.696 0.0 0.0 0.0
H 3.562 3.873 2.770 0.0 0.0 0.0
N -1.061 -0.189 -1.378 0.1 0.0 0.1
S -1.123 -1.810 -1.657 -0.1 0.0 0.0
C 0.080 -2.158 -2.923 0.0 0.0 0.0
C 0.212 -3.501 -3.264 0.0 0.0 0.0
C 1.100 -3.843 -4.269 0.0 0.0 0.0
C 1.839 -2.855 -4.913 0.0 0.0 0.0
C 1.694 -1.524 -4.553 0.0 0.0 0.0
C 0.809 -1.159 -3.543 0.0 0.0 0.0
C -2.634 -2.148 -2.509 0.0 0.0 0.0
C -3.544 -2.978 -1.863 0.0 0.0 0.0
C -4.732 -3.292 -2.508 0.0 0.0 0.0
C -4.993 -2.769 -3.768 0.0 0.0 0.0
C -4.070 -1.939 -4.402 0.0 0.0 0.0
C -2.875 -1.629 -3.779 0.0 0.0 0.0
H -1.252 0.367 -2.217 0.0 0.0 0.0
H -0.382 -4.265 -2.774 0.0 0.0 0.0
H 1.207 -4.879 -4.560 0.0 0.0 0.0
H 2.520 -3.128 -5.708 0.0 0.0 0.0
H 2.254 -0.759 -5.077 0.0 0.0 0.0
H 0.689 -0.120 -3.266 0.0 0.0 0.0
H -3.321 -3.386 -0.884 0.0 0.0 0.0
H -5.446 -3.953 -2.036 0.0 0.0 0.0
H -5.916 -3.022 -4.272 0.0 0.0 0.0
H -4.278 -1.556 -5.391 0.0 0.0 0.0
H -2.132 -1.022 -4.285 0.0 0.0 0.0
C 4.806 0.756 -3.007 0.0 0.0 0.0
N 3.465 1.269 -2.730 0.0 0.0 0.0
C 2.801 1.073 -1.610 0.0 -0.1 0.0
N 3.311 0.271 -0.671 0.0 0.0 0.0
S 1.283 1.880 -1.425 -0.1 0.1 0.1
H 5.099 1.081 -4.000 0.0 0.0 0.0
H 4.812 -0.335 -2.988 0.0 0.0 0.0
H 5.529 1.151 -2.292 0.0 0.0 0.0
H 3.035 1.882 -3.408 0.0 0.0 0.0
H 4.263 -0.057 -0.743 0.0 0.0 0.0
H 2.916 0.337 0.252 0.0 0.0 0.0
```
Forces are in eV/Å.

The energy above the lowest of the compared OMol25 structures with the same formula, charge and spin comes out at 39.0 kJ/mol. As for the net charge: +4. As for the HOMO energy: -16.47 eV.


Record 2
C43H46N3O2PdSeSi | ωB97M-V with the def2-TZVPD basis set

The geometry in XYZ format:
```
97
Properties=species:S:1:pos:R:3:forces:R:3
Pd 1.164 -0.433 -0.794 -0.1 2.1 -0.8
C 1.474 1.454 0.250 -0.2 -1.7 -0.5
Si 0.203 0.913 1.489 -0.4 -0.2 0.5
C -1.290 -0.147 0.844 0.4 0.0 -0.2
N -0.921 -1.397 0.169 -0.5 -0.4 0.4
C -1.993 -1.944 -0.660 -0.2 0.1 0.1
C -3.139 -2.583 0.134 0.1 0.0 0.0
C -2.600 -3.580 1.181 0.1 0.0 -0.1
C -1.090 -3.764 1.030 -0.1 0.1 0.0
C -0.388 -2.412 1.117 0.0 -0.1 -0.2
C 1.056 0.011 2.926 -0.1 0.2 -0.2
C 2.439 -0.150 2.943 0.0 0.1 0.0
C 3.091 -0.683 4.047 0.0 -0.1 0.0
C 2.360 -1.119 5.141 0.0 0.0 0.0
C 0.977 -0.997 5.132 -0.1 0.0 0.1
C 0.339 -0.421 4.045 -0.1 0.0 0.0
C -0.773 2.353 2.270 0.2 0.0 0.0
C -0.615 2.753 3.597 0.0 -0.1 0.0
C -1.333 3.819 4.123 0.0 0.0 0.0
C -2.229 4.515 3.324 0.0 0.0 0.0
C -2.391 4.143 1.996 0.0 0.0 0.0
C -1.666 3.081 1.476 0.0 0.0 -0.1
H 2.477 1.655 0.611 0.0 0.0 0.1
H 1.138 2.193 -0.471 0.1 0.0 -0.1
H -1.801 0.490 0.115 0.0 0.0 0.0
H -2.009 -0.328 1.663 0.1 0.2 0.1
H -1.555 -2.680 -1.336 0.0 0.0 -0.1
H -2.398 -1.141 -1.279 0.1 0.0 -0.1
H -3.801 -3.082 -0.579 -0.1 0.0 0.0
H -3.730 -1.805 0.622 0.0 0.0 0.0
H -3.110 -4.542 1.094 0.0 0.0 0.1
H -2.794 -3.203 2.190 0.0 0.0 0.0
H -0.856 -4.263 0.087 0.0 0.0 0.0
H -0.708 -4.399 1.832 0.0 0.0 0.0
H 0.679 -2.533 0.927 0.1 0.0 0.1
H -0.504 -2.045 2.139 0.0 0.0 0.0
H 3.026 0.146 2.081 0.0 0.0 0.0
H 4.169 -0.751 4.046 0.1 -0.1 -0.1
H 2.861 -1.547 6.002 0.0 0.0 0.0
H 0.400 -1.339 5.984 0.0 0.0 0.0
H -0.740 -0.296 4.065 0.0 0.0 0.0
H 0.083 2.219 4.232 0.0 0.0 0.0
H -1.194 4.107 5.159 0.0 0.0 0.0
H -2.787 5.350 3.730 0.0 0.0 0.0
H -3.081 4.686 1.361 0.0 0.0 0.0
H -1.774 2.837 0.424 0.0 0.0 0.0
O 0.103 -1.363 -3.032 0.0 0.1 0.1
C -0.534 -0.314 -3.010 -0.2 -0.2 -0.4
N -1.597 -0.030 -3.840 0.0 0.2 0.0
C -2.135 1.282 -3.574 0.2 0.1 0.1
C -1.234 1.685 -2.344 -0.2 -0.1 -0.2
O -1.399 2.728 -1.730 0.0 0.0 0.0
N -0.323 0.725 -2.145 0.3 -0.4 0.7
C -1.857 2.303 -4.666 0.0 0.0 -0.1
C -0.939 2.046 -5.678 -0.1 -0.1 0.1
C -0.692 2.991 -6.664 0.0 0.0 0.0
C -1.351 4.210 -6.640 0.1 0.0 0.0
C -2.242 4.487 -5.613 0.0 0.0 0.0
C -2.492 3.544 -4.630 0.0 -0.1 0.0
C -3.618 1.201 -3.246 0.0 0.1 0.0
C -4.520 1.008 -4.293 0.0 0.0 0.1
C -5.879 0.911 -4.046 0.0 0.0 0.0
C -6.355 1.003 -2.744 -0.1 0.0 0.0
C -5.466 1.192 -1.698 0.0 0.0 0.0
C -4.103 1.287 -1.948 0.0 0.0 0.0
H -1.876 -0.621 -4.601 0.0 -0.1 0.0
H -0.409 1.102 -5.682 0.0 0.0 0.0
H 0.020 2.770 -7.450 0.0 0.0 0.0
H -1.158 4.946 -7.410 0.0 0.0 0.0
H -2.744 5.446 -5.578 0.0 0.0 0.0
H -3.174 3.767 -3.820 0.0 0.0 0.0
H -4.146 0.947 -5.309 0.0 0.0 0.0
H -6.568 0.776 -4.870 0.0 0.0 0.0
H -7.418 0.928 -2.550 0.0 0.0 0.0
H -5.834 1.278 -0.684 0.0 0.0 0.0
H -3.414 1.453 -1.130 0.0 0.0 0.0
C 7.197 -2.558 3.527 0.0 0.0 0.0
C 6.168 -2.376 2.442 0.0 0.0 0.1
C 6.151 -1.252 1.630 0.0 0.0 0.1
C 5.200 -1.086 0.629 -0.1 0.1 0.0
C 5.225 0.155 -0.217 0.1 0.0 0.1
C 4.224 -2.075 0.422 0.0 -0.2 -0.1
Se 3.025 -1.909 -1.088 0.4 0.1 0.7
C 4.221 -3.213 1.248 0.0 0.1 0.0
C 3.191 -4.308 1.145 0.0 0.1 0.0
C 5.186 -3.334 2.242 0.0 0.0 0.0
H 7.846 -1.686 3.608 0.0 0.0 0.0
H 7.824 -3.430 3.327 0.0 0.0 0.0
H 6.713 -2.721 4.493 0.1 0.0 0.0
H 6.904 -0.482 1.774 0.0 0.0 0.0
H 5.944 0.879 0.172 0.0 0.0 0.0
H 4.234 0.612 -0.253 0.0 0.0 -0.1
H 5.496 -0.090 -1.246 -0.1 0.0 0.0
H 2.730 -4.327 0.161 -0.1 0.0 0.0
H 2.410 -4.133 1.889 -0.1 0.0 0.0
H 3.640 -5.281 1.355 0.0 0.0 0.0
H 5.164 -4.210 2.885 0.0 0.0 0.0
```
Forces are in eV/Å.

The energy above the lowest of the compared OMol25 structures with the same formula, charge and spin comes out at 187.3 kJ/mol. As for the net charge: -1. As for the HOMO energy: -4.18 eV.


Record 3
C43H47AgAs2BrClINPS4Sb | ωB97M-V with the def2-TZVPD basis set

The geometry in XYZ format:
```
103
Properties=species:S:1:pos:R:3:forces:R:3
Ag -0.373 2.202 -0.341 0.0 -0.1 0.1
S -0.101 6.722 -2.552 0.0 -0.1 0.1
As 0.242 4.818 -1.657 0.1 -0.2 -0.1
S -0.937 3.233 -2.668 0.1 0.1 0.0
S -0.525 4.672 0.430 0.2 -0.1 0.0
S 2.280 4.091 -1.552 -0.1 0.1 -0.1
C -1.163 1.190 6.057 0.1 0.0 0.1
C -1.769 1.933 4.870 0.0 0.0 0.1
Sb -0.674 1.899 2.967 -0.1 0.0 0.1
C 0.624 3.546 3.460 0.0 0.1 -0.1
C 1.046 3.746 4.910 0.0 -0.1 0.1
C 0.664 0.244 3.424 0.0 -0.1 0.0
C 1.963 0.483 4.186 0.0 0.0 0.1
H -1.773 1.296 6.963 0.0 0.0 -0.1
H -0.160 1.556 6.293 -0.1 0.0 0.0
H -1.072 0.118 5.855 0.0 0.1 0.0
H -1.901 2.995 5.101 0.0 -0.1 0.0
H -2.769 1.545 4.649 0.1 0.0 0.0
H 0.073 4.411 3.090 0.0 0.0 0.0
H 1.479 3.487 2.783 0.0 -0.1 0.0
H 0.180 3.819 5.577 0.1 0.0 -0.1
H 1.612 4.677 5.020 0.0 0.0 0.0
H 1.678 2.934 5.284 -0.1 0.1 -0.1
H 0.896 -0.142 2.428 0.0 0.1 0.1
H 0.054 -0.525 3.914 0.1 0.0 0.0
H 2.534 1.309 3.751 0.0 0.0 0.0
H 2.610 -0.402 4.163 0.0 0.0 0.0
H 1.780 0.728 5.236 0.0 0.0 -0.1
Br -7.833 3.575 -0.339 0.0 0.0 0.0
C -6.149 4.260 -0.907 0.1 0.0 0.0
C -6.129 5.040 -2.053 0.0 0.0 0.0
C -4.925 5.565 -2.507 0.1 0.0 0.0
C -3.744 5.304 -1.830 0.0 0.0 0.0
C -3.769 4.514 -0.687 -0.2 0.0 0.1
C -4.970 3.997 -0.215 0.1 0.1 -0.2
I -4.881 2.856 1.531 -0.1 0.0 0.1
H -7.054 5.235 -2.579 0.0 0.0 0.0
H -4.917 6.176 -3.402 0.0 0.0 0.0
H -2.785 5.690 -2.165 -0.1 0.0 0.0
H -2.830 4.331 -0.162 -0.1 0.0 -0.1
Cl -4.009 -2.798 0.687 -0.5 0.8 0.4
C -3.760 -1.338 -0.237 0.0 0.0 0.1
C -4.449 -1.129 -1.417 0.0 -0.1 0.0
C -4.211 0.049 -2.100 0.0 0.1 -0.1
C -3.300 0.962 -1.580 -0.1 0.0 -0.1
N -2.654 0.743 -0.440 0.1 0.1 -0.1
C -2.872 -0.380 0.222 0.0 -0.1 0.1
H -5.145 -1.873 -1.783 0.0 0.0 0.0
H -4.720 0.265 -3.032 0.0 0.0 0.0
H -3.053 1.896 -2.084 0.0 0.0 0.0
H -2.322 -0.522 1.149 0.0 0.0 0.0
C 0.790 -1.804 -0.511 0.0 0.0 0.0
C 1.115 -2.278 0.895 0.0 0.0 0.0
As 1.545 -4.192 1.116 0.0 0.0 0.0
C 2.912 -4.311 -0.282 0.0 0.0 0.0
C 2.639 -4.367 -1.649 0.0 0.0 0.0
C 3.671 -4.354 -2.576 0.0 0.0 0.0
C 4.992 -4.289 -2.150 0.0 0.0 0.0
C 5.275 -4.242 -0.793 0.0 0.0 0.0
C 4.239 -4.255 0.133 0.0 0.0 0.0
C 0.039 -5.015 0.179 0.0 0.0 0.0
C 0.193 -6.257 -0.435 0.0 0.0 0.0
C -0.887 -6.895 -1.029 0.0 0.0 0.0
C -2.143 -6.304 -1.008 0.1 0.0 0.0
C -2.314 -5.078 -0.381 0.0 -0.2 -0.1
C -1.230 -4.441 0.212 0.0 -0.1 0.0
P 0.923 0.034 -0.771 0.0 0.4 0.0
C 2.695 0.290 -0.399 0.0 0.0 0.0
C 3.699 -0.546 -0.890 0.0 0.0 0.0
C 5.026 -0.316 -0.559 0.0 0.0 0.0
C 5.363 0.756 0.260 0.0 0.0 0.0
C 4.374 1.602 0.737 0.0 0.0 0.0
C 3.044 1.370 0.406 0.0 0.0 0.0
C 0.862 0.038 -2.597 0.0 -0.1 0.0
C -0.097 -0.722 -3.269 0.0 0.0 0.0
C -0.223 -0.634 -4.648 0.0 0.0 0.0
C 0.600 0.224 -5.367 0.0 0.0 0.0
C 1.533 1.002 -4.700 0.0 0.0 0.0
C 1.665 0.916 -3.321 -0.1 0.0 0.0
H -0.223 -2.098 -0.786 -0.1 0.0 0.0
H 1.453 -2.264 -1.245 0.0 0.0 0.0
H 0.310 -2.055 1.599 0.0 0.0 0.0
H 2.006 -1.781 1.287 0.0 0.0 0.0
H 1.614 -4.407 -1.996 0.0 0.0 0.0
H 3.440 -4.375 -3.635 0.0 0.0 0.0
H 5.797 -4.264 -2.876 0.0 0.0 0.0
H 6.301 -4.183 -0.451 0.0 0.0 0.0
H 4.470 -4.207 1.191 0.0 0.0 0.0
H 1.169 -6.727 -0.464 0.0 0.0 0.0
H -0.745 -7.855 -1.512 0.0 0.0 0.0
H -2.987 -6.798 -1.476 0.0 0.0 0.0
H -3.288 -4.604 -0.351 0.4 -0.4 -0.2
H -1.391 -3.486 0.701 0.0 0.0 0.0
H 3.450 -1.371 -1.551 0.0 0.0 0.0
H 5.800 -0.967 -0.952 0.0 0.0 0.0
H 6.402 0.942 0.509 0.0 0.0 0.0
H 4.628 2.465 1.340 0.0 0.0 0.0
H 2.278 2.066 0.724 0.0 0.0 0.0
H -0.773 -1.373 -2.723 0.0 0.0 0.0
H -0.978 -1.223 -5.158 0.0 0.0 0.0
H 0.483 0.314 -6.442 0.0 0.0 0.0
H 2.133 1.724 -5.241 0.0 0.0 0.0
H 2.332 1.594 -2.804 0.1 0.1 0.0
```
Forces are in eV/Å.

The energy above the lowest of the compared OMol25 structures with the same formula, charge and spin comes out at 64.1 kJ/mol. As for the net charge: -2. As for the HOMO energy: -1.15 eV.


Record 4
C43H47AsN4O7PS3Si2Zr | ωB97M-V with the def2-TZVPD basis set

The geometry in XYZ format:
```
109
Properties=species:S:1:pos:R:3:forces:R:3
Zr -0.841 0.018 0.695 0.3 -1.8 1.8
O -2.168 2.590 3.188 0.1 0.1 -0.1
C -1.027 2.425 2.799 -0.1 0.1 0.3
O -0.653 1.855 1.692 -0.6 0.5 0.1
C 0.145 2.881 3.626 0.2 -0.2 -0.1
C 0.002 3.951 4.503 0.0 0.0 0.0
C 1.084 4.391 5.241 0.0 0.0 0.0
C 2.305 3.733 5.137 0.1 0.0 0.0
C 2.442 2.652 4.284 -0.1 -0.1 0.0
C 1.371 2.218 3.503 -0.3 0.1 -0.1
P 1.586 0.813 2.301 1.1 0.3 0.4
C 2.774 1.639 1.173 -0.1 -0.1 0.0
C 3.656 0.892 0.390 0.0 0.0 0.0
C 4.435 1.506 -0.582 0.0 0.0 0.0
C 4.335 2.871 -0.799 0.0 0.0 0.0
C 3.449 3.620 -0.038 0.0 0.0 0.0
C 2.672 3.011 0.937 0.0 0.0 0.0
C 2.587 -0.230 3.454 -0.2 -0.2 -0.2
C 1.845 -0.695 4.546 0.0 0.0 0.0
C 2.402 -1.549 5.481 0.0 0.0 0.0
C 3.719 -1.971 5.331 0.0 0.0 0.0
C 4.460 -1.525 4.250 0.1 0.0 0.0
C 3.899 -0.663 3.314 0.0 0.2 0.0
H -0.965 4.431 4.577 0.0 0.0 0.0
H 0.978 5.243 5.902 0.0 0.0 0.0
H 3.152 4.069 5.722 0.0 0.0 0.0
H 3.390 2.134 4.211 0.0 0.0 0.0
H 3.706 -0.179 0.511 0.0 0.0 0.0
H 5.109 0.909 -1.185 0.0 0.0 0.0
H 4.921 3.353 -1.572 0.0 0.0 0.0
H 3.354 4.685 -0.212 0.0 0.0 0.0
H 1.964 3.607 1.497 0.0 0.0 0.0
H 0.817 -0.368 4.661 0.0 0.0 0.0
H 1.811 -1.886 6.324 0.0 0.0 0.0
H 4.158 -2.644 6.056 0.0 0.0 0.0
H 5.485 -1.852 4.127 0.0 0.0 0.0
H 4.498 -0.314 2.485 0.0 0.0 0.0
N -1.356 -2.934 3.594 0.1 0.1 0.1
C -1.505 -1.804 2.902 -0.4 0.0 0.4
O -0.501 -1.231 2.425 -0.3 -0.2 1.0
C -2.861 -1.170 2.807 0.1 0.1 -0.2
C -2.913 -0.164 1.643 -0.3 0.1 0.3
H -0.454 -3.381 3.611 0.0 0.0 -0.1
H -2.165 -3.448 3.890 0.0 0.0 0.0
H -3.020 -0.676 3.775 0.0 0.0 0.0
H -3.609 -1.963 2.732 0.0 0.0 0.0
H -3.225 0.810 2.020 0.1 0.0 0.0
H -3.680 -0.472 0.928 0.1 0.0 -0.1
S -7.583 -3.307 0.002 -0.2 -0.1 -0.1
C -5.990 -3.036 -0.358 0.3 0.2 0.1
S -4.693 -3.657 0.632 0.2 0.4 -0.4
C -3.495 -2.703 -0.296 -1.0 -0.4 0.3
N -4.061 -2.072 -1.261 0.3 0.2 -0.3
N -5.423 -2.268 -1.330 -0.1 -0.5 0.4
C -6.060 -1.628 -2.428 -0.1 0.2 -0.2
C -7.228 -2.114 -3.007 0.1 -0.1 0.1
C -7.788 -1.446 -4.085 0.0 0.0 0.0
C -7.187 -0.312 -4.609 -0.1 0.0 0.0
C -6.008 0.153 -4.046 0.0 0.0 0.0
C -5.443 -0.498 -2.963 0.0 0.1 0.1
S -1.839 -2.687 0.111 0.3 0.0 -0.3
H -7.694 -3.007 -2.630 0.0 0.0 0.1
H -8.707 -1.823 -4.515 0.0 0.0 0.0
H -7.631 0.198 -5.455 0.0 0.0 0.0
H -5.526 1.035 -4.448 0.0 0.0 0.0
H -4.518 -0.151 -2.524 0.0 0.0 0.0
C 3.702 -3.381 1.182 -0.3 0.2 -0.2
Si 2.782 -3.230 -0.491 0.2 -0.4 0.5
C 2.319 -5.030 -0.929 -0.3 0.4 0.0
C 4.043 -2.692 -1.823 -0.5 0.2 0.1
As 1.143 -1.596 -0.072 1.4 -0.9 -1.3
Si 0.475 -1.325 -2.313 0.2 -0.6 -1.2
C -1.286 -0.745 -2.774 0.1 0.3 0.4
C 1.636 -0.247 -3.392 0.0 0.0 0.4
C 0.490 -3.041 -3.161 0.2 0.1 0.3
H 3.830 -4.422 1.488 0.0 0.0 -0.1
H 3.111 -2.876 1.946 0.1 0.0 0.1
H 4.691 -2.916 1.161 0.0 0.1 0.0
H 3.217 -5.651 -0.980 0.1 0.1 0.0
H 1.806 -5.092 -1.889 0.0 0.0 0.0
H 1.654 -5.445 -0.169 0.0 0.0 0.0
H 5.059 -3.010 -1.581 0.0 -0.1 0.1
H 4.030 -1.604 -1.920 0.1 0.0 0.0
H 3.782 -3.111 -2.797 0.0 0.0 0.0
H -1.987 -0.749 -1.947 -0.2 0.0 0.0
H -1.703 -1.430 -3.513 0.1 -0.1 0.0
H -1.282 0.255 -3.211 0.0 0.0 0.0
H 2.331 0.323 -2.771 0.0 0.0 0.0
H 1.076 0.465 -4.004 0.0 0.0 0.0
H 2.223 -0.877 -4.065 0.0 0.0 0.0
H 0.039 -3.786 -2.502 -0.1 0.0 0.0
H 1.513 -3.361 -3.380 0.0 0.0 0.0
H -0.072 -3.030 -4.098 0.0 0.1 0.0
O -1.794 1.321 -0.651 -0.9 0.8 -1.0
C -0.688 1.727 -1.111 0.2 0.2 -0.5
O 0.374 1.161 -0.730 0.0 0.9 -0.5
C -0.634 2.813 -2.117 -0.3 0.1 -0.1
C -1.816 3.297 -2.671 0.1 0.0 0.0
C -1.763 4.261 -3.666 -0.1 0.0 0.0
C -0.543 4.751 -4.093 0.4 0.1 0.0
C 0.630 4.276 -3.512 -1.0 -0.4 0.3
C 0.596 3.297 -2.532 0.4 0.1 -0.1
N 1.902 4.818 -3.942 0.7 0.3 -0.3
O 1.898 5.692 -4.790 -0.2 0.0 -0.1
O 2.914 4.379 -3.437 0.0 -0.1 0.1
H -2.757 2.896 -2.316 0.0 0.0 0.0
H -2.674 4.633 -4.116 0.0 0.0 0.0
H -0.473 5.502 -4.865 0.0 0.0 0.0
H 1.513 2.916 -2.100 0.0 0.0 0.0
```
Forces are in eV/Å.

The energy above the lowest of the compared OMol25 structures with the same formula, charge and spin comes out at 58.4 kJ/mol. As for the net charge: -1. As for the HOMO energy: -3.98 eV.